118
Properties=species:S:1:pos:R:3 method="wB97M-V/def2-TZVPD" homo_lumo_gap_ev=8.53 energy_ha=-2459.92298 de_lowest_ev=19.896 e_lumo_ev=0.533 spin_multiplicity=1 total_charge=0 smiles=CCN(CC)CC.CCN(CC)CC.CCN(CC)CC.CCN(CC)CC.CCN(CC)CC.ClCCCl homo_ev=-8.00
C 4.289 -0.253 -0.716
C 5.710 -0.307 -1.164
N 5.883 -0.048 -2.634
C 5.469 1.278 -3.045
C 5.288 2.267 -2.201
C 7.341 -0.048 -2.771
C 7.712 -0.418 -4.248
H 3.477 -0.713 -1.350
H 4.063 0.771 -0.452
H 4.132 -0.628 0.266
H 6.048 -1.207 -1.107
H 6.239 0.412 -0.514
H 4.355 0.883 -3.099
H 5.531 1.289 -4.153
H 5.148 2.318 -1.189
H 4.541 2.957 -2.352
H 5.963 2.983 -2.530
H 7.630 -0.867 -2.107
H 7.881 0.739 -2.420
H 7.127 0.183 -4.930
H 7.430 -1.433 -4.389
H 8.722 -0.417 -4.520
C -3.621 -2.157 2.949
C -3.816 -0.981 1.937
N -5.131 -0.798 1.087
C -5.556 0.519 0.686
C -4.469 1.358 0.101
C -5.174 -1.766 0.003
C -6.548 -1.922 -0.672
H -3.826 -3.096 2.424
H -4.469 -2.048 3.675
H -2.764 -2.196 3.573
H -2.891 -0.574 1.276
H -3.712 -0.028 2.728
H -5.888 1.112 1.671
H -6.538 0.514 0.475
H -3.462 1.513 0.448
H -4.600 2.348 0.002
H -4.531 0.842 -0.929
H -4.695 -2.661 0.403
H -4.431 -1.590 -0.736
H -6.926 -1.147 -1.269
H -7.283 -2.140 0.160
H -6.378 -2.794 -1.285
C 1.742 -6.056 2.146
C 1.300 -4.666 3.012
N 0.181 -4.982 3.844
C 0.214 -4.393 5.079
C 0.746 -3.126 5.151
C -1.047 -4.701 3.132
C -2.149 -5.367 3.596
H 0.779 -6.287 1.484
H 2.211 -6.677 2.990
H 2.522 -5.598 1.543
H 1.165 -3.988 2.360
H 2.064 -4.528 3.598
H 0.992 -4.850 5.699
H -0.617 -4.740 5.680
H 1.467 -2.660 4.470
H 1.023 -2.830 6.046
H -0.093 -2.512 4.951
H -0.975 -5.149 2.036
H -1.187 -3.637 2.950
H -2.263 -6.532 3.736
H -3.066 -5.161 3.100
H -2.449 -4.856 4.545
C 0.251 -1.727 -1.738
C 0.014 -1.272 -0.299
N 0.834 -0.090 0.114
C 0.727 1.165 -0.525
C -0.552 1.407 -1.013
C 0.732 0.065 1.671
C 1.971 0.818 2.266
H -0.255 -2.807 -1.945
H 1.276 -1.718 -1.876
H -0.180 -1.144 -2.362
H 0.435 -2.223 0.271
H -1.202 -1.258 -0.045
H 1.271 0.976 -1.387
H 1.167 1.980 -0.007
H -1.320 0.706 -1.249
H -0.605 1.596 -2.130
H -1.132 1.928 -0.405
H 0.645 -0.891 2.145
H -0.129 0.568 2.006
H 1.862 0.792 3.366
H 1.934 1.901 2.166
H 2.722 0.135 2.203
C -5.042 5.402 -5.646
C -3.993 4.934 -4.649
N -4.298 5.565 -3.388
C -3.917 4.839 -2.233
C -2.736 4.060 -2.316
C -3.737 6.996 -3.426
C -4.403 7.746 -2.383
H -4.923 4.662 -6.585
H -4.701 6.409 -6.016
H -6.096 5.248 -5.182
H -2.921 5.054 -5.050
H -4.236 3.829 -4.574
H -4.627 3.885 -2.350
H -4.244 5.315 -1.433
H -2.423 3.465 -3.220
H -2.689 3.579 -1.354
H -1.902 4.652 -2.286
H -3.922 7.519 -4.376
H -2.875 6.889 -3.190
H -4.428 8.646 -2.271
H -4.162 7.450 -1.347
H -5.486 7.799 -2.386
Cl 8.399 -2.174 2.430
C 6.818 -2.338 3.167
C 6.113 -1.058 3.368
Cl 4.474 -1.330 3.997
H 6.936 -2.960 4.069
H 6.050 -2.867 2.465
H 5.930 -0.588 2.493
H 6.746 -0.294 4.205